Entry from the OMol25 dataset: C5H6N as an isolated structure in a non-equilibrium geometry (the ωB97M-V functional and the def2-TZVPD basis).

Geometry as XYZ:
```
12
Properties=species:S:1:pos:R:3
C -1.62 0.45 -0.10
C -0.54 1.20 -0.02
C 0.91 1.05 -0.05
C 0.10 -1.32 -0.37
C 0.64 -0.29 0.54
N -1.02 -0.67 0.40
H -2.65 0.71 -0.08
H 1.22 1.15 -1.03
H 1.52 1.63 0.78
H 0.31 -1.16 -1.42
H 0.26 -2.27 -0.16
H 0.88 -0.49 1.51
```

Computed properties:
Lowest unoccupied orbital energy: -5.8 eV
Relative energy (zero: lowest compared OMol25 entry of this formula, charge and spin): 141.4 kcal/mol
E_HOMO: -14.989 eV
Orbital gap: 9.2 eV
Max |F|: 4.37 eV Å⁻¹
Electronic energy: -248.39038 Ha
Charge: +1

Entry from the OMol25 dataset: a 3-piece molecular cluster, C2H11NO2S2 overall in a non-equilibrium geometry (the ωB97M-V functional and the def2-TZVPD basis).

Geometry as XYZ:
```
18
Properties=species:S:1:pos:R:3
N -1.19 2.35 -1.78
C -0.57 1.31 -2.79
C -0.48 -0.18 -2.25
S 0.30 -0.57 -0.65
S -0.46 -2.51 -0.25
H -0.51 2.44 -1.09
H -1.86 1.76 -1.43
H -1.18 1.41 -3.67
H 0.46 1.64 -2.98
H -1.56 -0.48 -1.97
H -0.14 -0.86 -3.12
H -0.32 -2.14 1.13
O -1.33 2.65 6.15
H -1.39 3.28 5.40
H -1.49 1.79 5.87
O 3.62 -0.31 1.06
H 4.16 -0.96 0.66
H 2.78 -0.54 0.68
```

Computed properties:
SMILES: NCCSS.O.O
Lowest unoccupied orbital energy: -0.1 eV
Relative energy (zero: lowest compared OMol25 entry of this formula, charge and spin): 36.9 kcal/mol
E_HOMO: -8.850 eV
Orbital gap: 8.8 eV
Max |F|: 4.12 eV Å⁻¹
Electronic energy: -1084.34596 Ha
Charge: 0

Entry from the OMol25 dataset: C6H16FO2Rb2 as an isolated structure in a non-equilibrium geometry (the ωB97M-V functional and the def2-TZVPD basis).

Geometry as XYZ:
```
27
Properties=species:S:1:pos:R:3
Rb 3.64 3.05 -0.54
Rb 0.32 3.44 -2.65
F 1.27 1.51 -0.78
C 1.00 -2.13 0.64
C 1.97 -1.26 1.45
C 2.95 -2.10 2.23
O 2.72 -0.44 0.58
H 0.45 -2.78 1.33
H 1.58 -2.74 -0.05
H 0.28 -1.52 0.10
H 1.42 -0.63 2.15
H 3.34 -2.94 1.66
H 2.50 -2.49 3.15
H 3.80 -1.49 2.53
H 2.12 0.19 0.16
C -2.76 -0.26 -0.84
C -2.06 1.05 -1.11
C -3.02 2.20 -1.36
O -1.29 1.41 0.03
H -3.34 -0.18 0.08
H -2.06 -1.09 -0.73
H -3.47 -0.53 -1.64
H -1.33 0.92 -1.93
H -3.65 2.35 -0.49
H -3.61 2.04 -2.27
H -2.43 3.10 -1.53
H -0.33 1.32 -0.18
```

Computed properties:
Lowest unoccupied orbital energy: -4.4 eV
Relative energy (zero: lowest compared OMol25 entry of this formula, charge and spin): 24.8 kcal/mol
E_HOMO: -11.770 eV
Orbital gap: 7.4 eV
Max |F|: 1.15 eV Å⁻¹
Electronic energy: -536.56363 Ha
Charge: +1

Entry from the OMol25 dataset: C23H50CrF6N3O23PS6 as an isolated structure in a non-equilibrium geometry (the ωB97M-V functional and the def2-TZVPD basis).

Geometry as XYZ:
```
113
Properties=species:S:1:pos:R:3
Cr -31.82 19.60 -8.32
N -30.05 20.19 -8.91
S -29.35 21.27 -9.73
O -28.75 20.92 -11.03
O -28.79 22.40 -8.99
F -30.65 22.01 -10.17
S -28.46 19.61 -8.57
O -27.61 20.32 -7.61
O -27.85 18.66 -9.49
F -29.06 18.51 -7.51
N -29.45 14.59 -10.99
S -28.38 15.35 -10.29
O -27.31 16.03 -10.92
O -28.29 15.08 -8.89
F -29.41 16.57 -10.16
S -28.37 13.38 -11.37
O -27.65 12.71 -10.28
O -27.74 13.66 -12.65
F -29.54 12.35 -11.70
N -31.39 19.27 -6.42
S -30.66 19.95 -5.28
O -29.32 19.45 -5.02
O -31.43 20.59 -4.21
F -30.34 21.29 -6.17
S -31.95 18.07 -5.34
O -33.26 18.24 -4.70
O -30.87 17.38 -4.59
F -32.31 17.01 -6.50
P -33.45 18.60 -9.62
O -34.17 17.56 -10.53
O -32.19 17.89 -9.16
O -33.72 19.19 -8.25
O -32.51 19.65 -10.19
C -27.93 23.66 -5.46
C -28.13 23.29 -3.98
C -26.73 23.45 -3.37
O -25.86 23.11 -4.45
C -26.63 22.91 -5.64
H -27.78 24.71 -5.70
H -28.80 23.33 -6.04
H -28.47 22.26 -4.06
H -28.87 23.90 -3.47
H -26.52 22.82 -2.51
H -26.70 24.51 -3.14
H -26.97 21.89 -5.76
H -26.04 23.30 -6.47
C -29.25 24.79 -13.27
C -28.31 24.53 -12.21
C -28.88 25.26 -11.00
O -30.34 25.25 -11.40
C -30.59 24.81 -12.71
H -29.19 24.06 -14.08
H -28.90 25.74 -13.67
H -27.30 24.79 -12.51
H -28.32 23.45 -12.10
H -28.49 26.28 -10.96
H -28.44 24.61 -10.25
H -31.32 25.32 -13.34
H -30.94 23.78 -12.66
C -25.26 18.17 -6.32
C -25.29 17.31 -7.60
C -24.40 18.09 -8.62
O -23.70 19.05 -7.86
C -24.50 19.46 -6.70
H -24.81 17.80 -5.41
H -26.22 18.63 -6.09
H -26.32 17.26 -7.95
H -24.99 16.31 -7.31
H -24.97 18.56 -9.43
H -23.78 17.50 -9.29
H -25.24 20.15 -7.08
H -23.69 19.81 -6.06
C -24.22 21.11 -11.06
C -23.86 22.28 -10.19
C -25.16 22.42 -9.39
O -26.15 21.50 -9.98
C -25.70 21.22 -11.30
H -23.92 20.20 -10.54
H -23.64 21.14 -11.98
H -23.44 23.14 -10.71
H -23.15 21.91 -9.44
H -25.61 23.40 -9.52
H -25.03 22.19 -8.33
H -26.10 22.03 -11.91
H -26.08 20.28 -11.69
C -31.43 25.36 -5.13
C -31.43 26.02 -6.49
C -31.33 24.84 -7.53
O -31.95 23.79 -6.79
C -32.24 24.04 -5.41
H -31.91 25.95 -4.35
H -30.42 25.15 -4.77
H -30.80 26.88 -6.72
H -32.45 26.37 -6.57
H -30.30 24.51 -7.67
H -31.80 25.04 -8.49
H -32.19 23.27 -4.64
H -33.30 24.29 -5.46
O -29.87 20.04 -13.29
H -29.47 20.47 -12.54
H -29.13 19.78 -13.84
C -33.71 23.44 -10.67
C -34.65 22.18 -10.68
C -36.07 22.51 -11.06
O -34.12 21.26 -11.60
H -33.68 23.75 -11.72
H -32.72 23.28 -10.24
H -34.22 24.30 -10.25
H -34.71 21.73 -9.69
H -36.09 23.16 -11.93
H -36.59 23.01 -10.24
H -36.60 21.57 -11.18
H -33.49 20.73 -11.11
```

Computed properties:
Spin multiplicity: 5
Lowest unoccupied orbital energy (alpha / beta): 1.5 / 0.2 eV
<S²>: 6.031
E_HOMO (alpha / beta): -4.611 / -4.611 eV
Orbital gap (alpha / beta): 6.1 / 4.8 eV
Max |F|: 12.06 eV Å⁻¹
Electronic energy: -7175.00216 Ha
Charge: -2

Entry from the OMol25 dataset: a 2-piece molecular cluster, C4H11NO2 overall in a non-equilibrium geometry (the ωB97M-V functional and the def2-TZVPD basis).

Geometry as XYZ:
```
18
Properties=species:S:1:pos:R:3
N -1.30 0.96 0.66
C -0.10 0.37 1.38
C -0.28 -1.07 1.45
C -0.02 -1.86 0.21
C 0.09 -1.08 -1.18
O 1.00 -0.98 -2.03
H -1.95 0.29 0.12
H -1.16 1.59 -0.20
H -0.12 0.91 2.24
H 0.86 0.61 0.71
H 0.58 -1.36 2.09
H -1.13 -1.25 2.17
H -0.71 -2.70 0.04
H 0.84 -2.54 0.36
H -0.81 -0.71 -1.51
O 1.55 3.27 -2.27
H 1.90 2.41 -2.47
H 0.77 3.15 -1.75
```

Computed properties:
SMILES: NCCCC=O.O
Lowest unoccupied orbital energy: 0.6 eV
Relative energy (zero: lowest compared OMol25 entry of this formula, charge and spin): 77.4 kcal/mol
E_HOMO: -9.519 eV
Orbital gap: 10.1 eV
Max |F|: 6.75 eV Å⁻¹
Electronic energy: -364.14483 Ha
Charge: 0

Entry from the OMol25 dataset: C14H29O4S as an isolated structure in a non-equilibrium geometry (the ωB97M-V functional and the def2-TZVPD basis).

Geometry as XYZ:
```
48
Properties=species:S:1:pos:R:3
C 4.11 -0.59 -0.11
C 2.73 -0.13 0.16
C 2.45 -0.30 1.68
C 1.23 0.27 2.20
H 1.42 0.36 3.22
H 1.14 1.32 1.88
C 0.11 -0.47 1.98
C -1.25 -0.02 1.77
C -1.36 1.07 0.74
H -0.64 2.00 0.85
H -2.54 1.51 0.89
C -1.20 0.46 -0.63
O -1.88 -0.44 -1.01
S -1.42 -1.95 -1.02
O 0.18 -1.78 -1.19
O -1.91 -2.39 -2.13
O -1.62 -2.51 0.13
C -1.45 1.81 -1.68
H -2.65 1.82 -1.89
C -1.01 1.44 -3.05
C -0.82 2.56 -4.00
H -0.34 3.44 -3.36
H -0.61 2.39 -4.94
H -1.97 3.15 -3.97
C -1.81 0.02 -3.89
H -2.85 0.66 -4.01
H -1.23 0.19 -4.86
H -1.92 -0.72 -3.25
H 0.09 1.08 -2.91
H -1.01 2.73 -1.40
H -0.26 0.17 -0.82
H -1.97 -0.75 1.55
H -1.56 0.56 2.76
C 0.04 -1.85 2.73
C -0.50 -1.62 4.19
H -0.13 -0.99 4.71
H -0.48 -2.71 4.64
H -1.72 -1.09 4.30
H 0.86 -2.41 2.82
H -0.86 -2.60 2.41
H 0.18 -0.85 0.84
H 3.26 0.42 2.56
H 2.75 -1.29 2.21
H 2.79 0.95 0.01
H 2.05 -0.89 -0.14
H 4.29 -1.64 0.02
H 4.98 0.03 0.31
H 4.35 -0.44 -1.31
```

Computed properties:
Lowest unoccupied orbital energy: 3.2 eV
Relative energy (zero: lowest compared OMol25 entry of this formula, charge and spin): 355.3 kcal/mol
E_HOMO: -4.979 eV
Orbital gap: 8.2 eV
Max |F|: 19.27 eV Å⁻¹
Electronic energy: -1249.53258 Ha
Charge: -1

Entry from the OMol25 dataset: an isolated ion of composition C9H11O and charge +1 in a non-equilibrium geometry (the ωB97M-V functional and the def2-TZVPD basis).

Geometry as XYZ:
```
21
Properties=species:S:1:pos:R:3
C 2.83 -0.71 -0.01
C 1.59 -1.35 -0.10
C 2.84 0.64 0.14
C 0.43 -0.62 0.05
C 0.57 0.78 0.00
C -0.90 -1.39 0.10
C -0.66 1.65 -0.25
C -2.07 -0.43 -0.24
C -1.93 1.03 0.39
O 1.73 1.38 0.07
H 3.77 -1.33 0.02
H 1.53 -2.48 -0.22
H 3.79 1.20 0.37
H -0.84 -2.29 -0.58
H -1.16 -1.66 1.16
H -0.44 2.73 -0.03
H -0.86 1.48 -1.28
H -2.25 -0.48 -1.31
H -3.12 -0.67 0.21
H -2.14 0.89 1.52
H -2.72 1.63 0.00
```

Computed properties:
Lowest unoccupied orbital energy: -5.1 eV
Relative energy (zero: lowest compared OMol25 entry of this formula, charge and spin): 0.0 kcal/mol
E_HOMO: -14.411 eV
Orbital gap: 9.3 eV
Max |F|: 2.99 eV Å⁻¹
Electronic energy: -424.48052 Ha
Charge: +1

Entry from the OMol25 dataset: C5H15N3O11P2ReSe as an isolated structure in a non-equilibrium geometry (the ωB97M-V functional and the def2-TZVPD basis).

Geometry as XYZ:
```
38
Properties=species:S:1:pos:R:3
Re -1.22 0.81 0.72
O -5.26 1.56 0.69
P -3.89 0.85 0.86
O -3.35 -0.07 -0.20
O -2.75 1.78 1.43
O -4.17 -0.11 2.13
P -3.06 -1.29 2.41
O -3.40 -2.40 1.34
O -3.07 -1.74 3.79
O -1.67 -0.66 1.92
H -5.19 2.24 -0.01
H -3.50 -1.99 0.46
C 1.37 1.18 -1.99
N 2.15 0.53 -0.93
C 3.45 1.14 -0.66
C 1.63 -0.41 -0.13
N 0.35 -0.43 0.19
N 2.46 -1.37 0.35
C 3.56 -1.90 -0.44
C 2.08 -2.17 1.51
H 1.96 1.17 -2.90
H 1.13 2.21 -1.73
H 0.44 0.63 -2.17
H 3.30 2.16 -0.29
H 4.04 1.19 -1.57
H 4.00 0.58 0.10
H 0.07 -1.36 0.49
H 3.59 -1.43 -1.42
H 3.42 -2.97 -0.58
H 4.52 -1.75 0.06
H 1.55 -3.09 1.22
H 1.46 -1.59 2.19
H 2.99 -2.46 2.04
O -1.34 3.39 -2.87
Se -1.91 2.24 -1.91
O -3.33 2.63 -1.21
O -0.76 2.16 -0.45
O -1.66 0.73 -2.43
```

Computed properties:
Spin multiplicity: 4
Lowest unoccupied orbital energy (alpha / beta): -2.3 / -1.9 eV
Relative energy (zero: lowest compared OMol25 entry of this formula, charge and spin): 62.4 kcal/mol
<S²>: 3.769
E_HOMO (alpha / beta): -9.782 / -10.291 eV
Orbital gap (alpha / beta): 7.4 / 8.4 eV
Max |F|: 1.75 eV Å⁻¹
Electronic energy: -4354.00282 Ha
Charge: 0

What did the eighth record say?
Entry from the OMol25 dataset: C5H15N3O11P2ReSe as an isolated structure in a non-equilibrium geometry (the ωB97M-V functional and the def2-TZVPD basis).

Geometry as XYZ:
```
38
Properties=species:S:1:pos:R:3
Re -1.22 0.81 0.72
O -5.26 1.56 0.69
P -3.89 0.85 0.86
O -3.35 -0.07 -0.20
O -2.75 1.78 1.43
O -4.17 -0.11 2.13
P -3.06 -1.29 2.41
O -3.40 -2.40 1.34
O -3.07 -1.74 3.79
O -1.67 -0.66 1.92
H -5.19 2.24 -0.01
H -3.50 -1.99 0.46
C 1.37 1.18 -1.99
N 2.15 0.53 -0.93
C 3.45 1.14 -0.66
C 1.63 -0.41 -0.13
N 0.35 -0.43 0.19
N 2.46 -1.37 0.35
C 3.56 -1.90 -0.44
C 2.08 -2.17 1.51
H 1.96 1.17 -2.90
H 1.13 2.21 -1.73
H 0.44 0.63 -2.17
H 3.30 2.16 -0.29
H 4.04 1.19 -1.57
H 4.00 0.58 0.10
H 0.07 -1.36 0.49
H 3.59 -1.43 -1.42
H 3.42 -2.97 -0.58
H 4.52 -1.75 0.06
H 1.55 -3.09 1.22
H 1.46 -1.59 2.19
H 2.99 -2.46 2.04
O -1.34 3.39 -2.87
Se -1.91 2.24 -1.91
O -3.33 2.63 -1.21
O -0.76 2.16 -0.45
O -1.66 0.73 -2.43
```

Computed properties:
Spin multiplicity: 4
Lowest unoccupied orbital energy (alpha / beta): -2.3 / -1.9 eV
Relative energy (zero: lowest compared OMol25 entry of this formula, charge and spin): 62.4 kcal/mol
<S²>: 3.769
E_HOMO (alpha / beta): -9.782 / -10.291 eV
Orbital gap (alpha / beta): 7.4 / 8.4 eV
Max |F|: 1.75 eV Å⁻¹
Electronic energy: -4354.00282 Ha
Charge: 0